# 1
DFT (ωB97M-V with the def2-TZVPD basis set) results for a structure of composition C14H20Cl2IrN8O3.

## Properties
spin multiplicity	5
HOMO level (alpha / beta)	-16.25 / -17.56	eV
net charge	+3
relative energy (zero: lowest compared OMol25 entry of this formula, charge and spin)	73.2	kJ/mol
⟨S²⟩	6.0331

Positions of all 48 atoms, in Å:
1 Ir -0.46801 0.33784 -0.15420
2 Cl -0.47709 5.56655 -0.59510
3 C 0.88539 4.56182 -0.62372
4 C 2.15677 5.09787 -0.70527
5 C 3.28296 4.28974 -0.74410
6 Cl 4.81535 4.99667 -0.80938
7 C 3.15912 2.85314 -0.73648
8 C 4.24573 1.97122 -0.84001
9 C 4.01477 0.61544 -0.84655
10 C 2.70494 0.15440 -0.73977
11 N 1.66408 0.96716 -0.62915
12 C 1.87550 2.29981 -0.63046
13 C 0.69032 3.14197 -0.53642
14 O -0.43895 2.61574 -0.39012
15 H 2.27405 6.17366 -0.73254
16 H 5.25165 2.36184 -0.91709
17 H 4.82873 -0.09012 -0.93246
18 H 2.51014 -0.91037 -0.75295
19 N -2.84324 1.21154 -0.24696
20 N -3.34134 1.42862 1.04779
21 C -2.58159 1.17197 2.12904
22 N -3.01280 1.44104 3.34119
23 N -1.40156 0.60200 1.83661
24 N -0.48272 0.17440 2.73764
25 O 0.52315 -0.29707 2.17860
26 O -0.61843 0.31177 3.92818
27 H -2.59434 2.10497 -0.66908
28 H -3.56020 0.76633 -0.80884
29 H -4.21849 1.91818 1.14997
30 H -3.91548 1.85623 3.51962
31 H -2.41889 1.23792 4.13199
32 N -1.09488 -4.83955 -0.86896
33 C -0.49943 -4.04088 -1.99027
34 C -0.82144 -2.55742 -1.81023
35 N -0.37018 -2.03129 -0.50544
36 C -0.95274 -2.83435 0.59136
37 C -0.63561 -4.32355 0.46256
38 H -0.83743 -5.82537 -0.96774
39 H -2.11619 -4.80374 -0.92135
40 H -0.88560 -4.40668 -2.94017
41 H 0.57750 -4.21056 -1.97126
42 H -1.89832 -2.39127 -1.88719
43 H -0.34707 -2.00375 -2.61887
44 H 0.64204 -2.12382 -0.45016
45 H -2.03313 -2.67148 0.59078
46 H -0.55502 -2.48637 1.54306
47 H -1.12126 -4.88681 1.25763
48 H 0.43923 -4.49538 0.52626

Forces on atoms 1 to 6 (eV/Å):
0.261 0.063 0.114
0.010 -0.037 0.019
0.026 -0.064 0.001
0.011 0.185 0.008
-0.038 0.002 -0.004
-0.084 -0.016 -0.015

These are the Löwdin partial charges, in e, on atoms 1 to 6: 1.3504, 0.8559, -0.5526, -0.0741, -0.5535, 0.8953

# 2
DFT (ωB97M-V with the def2-TZVPD basis set) results for a structure of composition C33H26Br4ClIrO6P2 at a distorted geometry.

## Properties
spin multiplicity	2
HOMO level (alpha / beta)	-11.19 / -11.19	eV
net charge	+1
relative energy (zero: lowest compared OMol25 entry of this formula, charge and spin)	0.0	kJ/mol
⟨S²⟩	0.7559

Positions of all 73 atoms, in Å:
1 Ir -0.52544 -0.53820 -0.98142
2 Br -7.43861 1.60651 -1.51785
3 C -5.84909 0.65042 -1.40144
4 C -5.84360 -0.76635 -1.87670
5 Br -7.40436 -1.45097 -2.60939
6 C -4.74535 -1.55175 -1.79713
7 Br -4.65161 -3.32087 -2.35897
8 C -3.51698 -0.98559 -1.29107
9 O -2.46486 -1.60297 -1.17247
10 C -3.50811 0.47496 -0.80097
11 O -2.46709 0.89046 -0.32542
12 C -4.75198 1.23600 -0.88634
13 Br -4.66220 2.97515 -0.24488
14 C 0.00876 2.66891 0.33132
15 C -0.32821 2.32070 1.79186
16 P -1.35363 0.89786 2.53838
17 C -1.10872 -0.77606 1.73179
18 C 0.02852 -1.30491 1.05232
19 C 0.02734 -2.61940 0.54890
20 C -1.08099 -3.43952 0.73852
21 C -2.15990 -2.94273 1.43889
22 C -2.19018 -1.62245 1.90335
23 C -0.42358 0.53021 4.07888
24 C 0.94246 0.69869 4.28632
25 C 1.53511 0.31860 5.47798
26 C 0.76717 -0.24605 6.48780
27 C -0.59520 -0.41206 6.30095
28 C -1.18429 -0.01968 5.10837
29 C 1.36361 2.15944 -0.19205
30 P 1.43464 0.54964 -1.06034
31 C 2.96445 -0.19662 -0.36468
32 C 3.96104 -0.68790 -1.20636
33 C 5.13338 -1.21711 -0.68543
34 C 5.33314 -1.26510 0.68285
35 C 4.35566 -0.76727 1.53359
36 C 3.19034 -0.23495 1.01205
37 C 1.81013 0.75951 -2.81561
38 C 2.12528 1.97930 -3.40218
39 C 2.37383 2.05084 -4.76330
40 C 2.31142 0.90773 -5.54632
41 C 1.99802 -0.31388 -4.96752
42 C 1.74471 -0.38719 -3.60975
43 H 0.09790 3.75706 0.32500
44 H -0.81316 2.43731 -0.34627
45 H -0.99645 3.11300 2.14569
46 H 0.58692 2.43974 2.37267
47 H 0.97074 -0.80266 1.19129
48 H 0.92829 -2.99359 0.08022
49 H -1.09094 -4.45229 0.36428
50 H -3.01710 -3.58295 1.60713
51 H -3.07103 -1.24560 2.40937
52 H 1.56173 1.15533 3.52790
53 H 2.59626 0.46945 5.62475
54 H 1.22748 -0.54017 7.42073
55 H -1.20419 -0.83494 7.08804
56 H -2.25385 -0.13147 4.97631
57 H 2.04982 2.06710 0.65160
58 H 1.82833 2.88966 -0.85599
59 H 3.83664 -0.65426 -2.27893
60 H 5.89354 -1.58675 -1.35964
61 H 6.24779 -1.67617 1.08699
62 H 4.50219 -0.78533 2.60488
63 H 2.46882 0.17168 1.70516
64 H 2.17031 2.88918 -2.82037
65 H 2.60897 3.00492 -5.21323
66 H 2.49641 0.96985 -6.60956
67 H 1.93396 -1.20593 -5.57474
68 H 1.48985 -1.34631 -3.17035
69 O -1.04552 1.09172 -2.58155
70 Cl -1.65011 0.29902 -3.67505
71 O -1.21974 0.75194 -4.92584
72 O -3.07249 0.38219 -3.51220
73 O -1.21649 -1.05606 -3.42482

Forces on atoms 1 to 6 (eV/Å):
-0.268 0.152 -0.431
-0.035 0.078 0.015
-0.019 -0.167 -0.036
0.147 0.058 0.055
-0.040 -0.061 -0.022
-0.061 0.119 0.016

These are the Löwdin partial charges, in e, on atoms 1 to 6: 1.1195, 0.8394, -0.7090, -0.7015, 0.8501, -0.6743

# 3
DFT (ωB97M-V with the def2-TZVPD basis set) results for a cluster of 2 separate species, C4H8N3S in total at a distorted geometry.

## Properties
HOMO level	-12.94	eV
net charge	+1
relative energy (zero: lowest compared OMol25 entry of this formula, charge and spin)	229.0	kJ/mol

Positions of all 16 atoms, in Å:
1 C -2.47286 -0.62895 0.44414
2 C -2.46513 -0.57724 -0.92668
3 C -0.47195 0.13731 -0.15013
4 C 1.89540 0.60283 -0.27192
5 N -1.16790 -0.28790 0.89012
6 N -1.23878 -0.07053 -1.24641
7 N 2.27933 1.03403 0.93142
8 S 2.42397 -0.98362 -0.75783
9 H -3.23859 -1.02085 1.09313
10 H -3.20574 -0.73587 -1.59643
11 H 1.59456 1.40066 -1.01149
12 H -0.88401 0.10504 -2.15761
13 H 1.91122 1.92280 1.17952
14 H -0.87499 -0.33617 1.81029
15 H 2.39237 0.48334 1.67312
16 H 3.52307 -1.04488 0.09677

Forces on atoms 1 to 6 (eV/Å):
0.302 -1.059 -0.522
1.568 0.908 3.730
2.289 0.059 -1.055
-0.794 0.470 0.393
-2.947 0.107 -2.927
0.828 0.253 1.050

These are the Löwdin partial charges, in e, on atoms 1 to 6: -0.0284, -0.0469, -0.1372, -0.5563, 0.0789, 0.0543

# 4
DFT (ωB97M-V with the def2-TZVPD basis set) results for a structure of composition C36H54CoP3Si.

## Properties
spin multiplicity	2
HOMO level (alpha / beta)	-10.31 / -10.64	eV
net charge	+1
relative energy (zero: lowest compared OMol25 entry of this formula, charge and spin)	57.8	kJ/mol
⟨S²⟩	1.0459

Positions of all 95 atoms, in Å:
1 Co -0.07822 0.46536 0.74796
2 C 3.82218 0.88036 -1.10524
3 C 3.52278 -0.43064 -0.39174
4 C 4.82188 -1.18624 -0.11144
5 P 2.28528 -0.25934 1.03006
6 C 3.08368 0.29076 2.65006
7 C 2.26178 1.46986 3.17806
8 C 4.55388 0.68856 2.59246
9 C 2.01608 -2.06314 1.17096
10 C 2.73608 -2.90944 2.00066
11 C 2.52878 -4.27894 1.94776
12 C 1.59928 -4.80764 1.06546
13 C 0.86178 -3.96714 0.24886
14 C 1.06708 -2.59404 0.28156
15 Si -0.03802 -1.35274 -0.63764
16 C 0.66908 -0.54474 -2.23234
17 C 1.21548 -1.33354 -3.23564
18 C 1.66898 -0.77704 -4.41834
19 C 1.58298 0.59176 -4.60524
20 C 1.06588 1.39896 -3.60684
21 C 0.61188 0.84536 -2.41334
22 P -0.10812 1.86406 -1.06734
23 C 0.61868 3.59306 -0.92774
24 C 1.91288 3.56456 -0.11794
25 C 0.80138 4.47146 -2.16054
26 C -1.86232 2.09876 -1.68004
27 C -2.04722 2.18426 -3.19014
28 C -2.52892 3.28206 -0.98244
29 C -1.78472 -1.98984 -1.03824
30 C -2.01882 -2.86754 -2.08474
31 C -3.30502 -3.24384 -2.42714
32 C -4.37002 -2.69334 -1.73524
33 C -4.15342 -1.79524 -0.70234
34 C -2.85982 -1.45464 -0.31844
35 P -2.47442 -0.27414 1.03966
36 C -4.16242 0.50556 1.37026
37 C -3.96302 1.76536 2.20986
38 C -5.20132 -0.40204 2.05256
39 C -2.27422 -1.30734 2.60226
40 C -2.14192 -2.80334 2.34766
41 C -1.07132 -0.74984 3.35816
42 H 4.43118 0.67656 -1.98554
43 H 4.37118 1.57366 -0.47114
44 H 2.89608 1.34386 -1.43614
45 H 2.92268 -1.04734 -1.07594
46 H 5.60368 -0.51934 0.24516
47 H 5.16678 -1.62004 -1.05054
48 H 4.68918 -1.99874 0.59966
49 H 2.95078 -0.55324 3.33796
50 H 2.59048 2.39756 2.71656
51 H 2.38268 1.57116 4.25416
52 H 1.19388 1.34646 2.95976
53 H 4.72998 1.41036 1.79796
54 H 5.20208 -0.16864 2.44216
55 H 4.82718 1.16126 3.53516
56 H 3.45508 -2.50854 2.70116
57 H 3.08698 -4.92754 2.60546
58 H 1.43948 -5.87434 1.02656
59 H 0.11618 -4.37634 -0.41884
60 H 1.29498 -2.40014 -3.08354
61 H 2.07558 -1.40654 -5.19484
62 H 1.92528 1.03476 -5.52764
63 H 1.00548 2.46226 -3.76974
64 H -0.15042 4.05156 -0.29054
65 H 2.77038 3.42506 -0.76814
66 H 1.89438 2.75766 0.61556
67 H 2.04388 4.50656 0.40936
68 H 1.66118 4.15196 -2.74534
69 H 0.99688 5.49066 -1.82654
70 H -0.08022 4.49646 -2.79624
71 H -2.34492 1.16996 -1.33464
72 H -1.62272 3.09806 -3.59724
73 H -3.11322 2.18786 -3.40994
74 H -1.60032 1.33506 -3.70024
75 H -2.17012 4.23126 -1.37474
76 H -2.34352 3.25986 0.09106
77 H -3.60492 3.24816 -1.14024
78 H -1.18452 -3.25994 -2.64504
79 H -3.47582 -3.94574 -3.23104
80 H -5.38022 -2.95224 -2.01094
81 H -5.00862 -1.36414 -0.21244
82 H -4.52212 0.80086 0.37596
83 H -3.51522 1.51846 3.17146
84 H -4.92272 2.24466 2.39366
85 H -3.31502 2.47506 1.70246
86 H -5.29412 -0.13364 3.10366
87 H -4.95912 -1.46224 1.99936
88 H -6.17972 -0.25874 1.59666
89 H -3.16972 -1.14074 3.20806
90 H -1.25872 -3.02634 1.75276
91 H -3.01412 -3.19564 1.82626
92 H -2.05352 -3.32224 3.30216
93 H -0.19532 -0.70454 2.68826
94 H -0.81572 -1.38444 4.20316
95 H -1.29362 0.24986 3.73146

Forces on atoms 1 to 6 (eV/Å):
-0.110 -0.249 0.097
-0.222 -0.115 -0.035
-0.121 0.344 0.041
-0.189 -0.052 0.094
-0.023 -0.504 -0.124
-0.381 0.035 -0.306

These are the Löwdin partial charges, in e, on atoms 1 to 6: -0.0560, -0.1041, -0.4918, -0.0873, 1.0977, -0.5000

# 5
DFT (ωB97M-V with the def2-TZVPD basis set) results for a structure of composition C4H2O2Rb at a distorted geometry.

## Properties
spin multiplicity	2
HOMO level (alpha / beta)	-6.95 / -7.86	eV
relative energy (zero: lowest compared OMol25 entry of this formula, charge and spin)	183.2	kJ/mol
⟨S²⟩	0.7656

Positions of all 9 atoms, in Å:
1 O 1.89667 1.99826 -0.85824
2 H 2.83463 2.02057 -0.63123
3 C 1.87060 -0.43763 -0.06768
4 C 1.36145 0.48199 0.67371
5 C 0.84189 1.70609 0.26730
6 C -0.56381 1.81416 0.02353
7 O -1.29014 0.79844 -0.09627
8 Rb -0.87485 -2.01846 -0.28661
9 H -0.93503 2.79290 -0.33060

Forces on atoms 1 to 6 (eV/Å):
-3.230 2.679 0.042
-0.557 -0.183 1.180
-0.918 0.136 2.090
0.387 -2.305 -0.739
4.010 -1.887 -1.735
-0.339 0.083 -2.368

These are the Löwdin partial charges, in e, on atoms 1 to 6: -0.1099, 0.0689, -0.0547, -0.2942, -0.2107, -0.2592

# 6
DFT (ωB97M-V with the def2-TZVPD basis set) results for an isolated molecule of C6H4 at a distorted geometry.

## Properties
HOMO level (alpha / beta)	-8.47 / -8.36	eV
relative energy (zero: lowest compared OMol25 entry of this formula, charge and spin)	447.0	kJ/mol

Positions of all 10 atoms, in Å:
1 C -1.73060 0.49065 0.23837
2 C -0.66863 1.41320 0.14843
3 C -2.68148 -0.29758 0.31097
4 C -0.60109 0.32288 -0.82225
5 C 0.52111 0.54286 0.04335
6 C 1.77487 0.51088 0.38284
7 H -3.45474 -0.87864 0.71885
8 H -0.72454 -0.05612 -1.75314
9 H 2.54638 -0.18447 -0.13563
10 H 2.04494 1.09051 1.15209

Forces on atoms 1 to 6 (eV/Å):
-2.735 -1.699 0.664
0.599 1.546 -0.169
1.117 1.134 0.648
3.048 0.371 1.650
-1.462 0.094 -0.490
1.245 -3.553 -3.231

These are the Löwdin partial charges, in e, on atoms 1 to 6: -0.2890, 0.0466, 0.2372, -0.0215, -0.2674, 0.0332